Record 1
{"formula": "C30H34HfI2N9O5S", "method": "ωB97M-V with the def2-TZVPD basis set", "relative_energy_ev": 1.858, "charge": 1, "fmax_ha_per_bohr": 0.04774, "multiplicity": 1, "gap_ev": 7.17, "total_energy_ha": -3074.15791, "species": ["Hf", "O", "C", "C", "C", "C", "C", "C", "C", "O", "N", "N", "C", "C", "C", "C", "C", "C", "C", "O", "H", "H", "H", "H", "H", "H", "H", "H", "H", "H", "N", "C", "C", "C", "C", "C", "C", "S", "O", "O", "N", "C", "N", "C", "C", "C", "N", "H", "H", "H", "H", "H", "H", "H", "H", "H", "I", "C", "I", "H", "H", "C", "N", "C", "C", "N", "N", "C", "C", "H", "H", "H", "H", "H", "H", "H", "H", "H", "H", "H", "H", "H"], "coordinates": [[-0.307, -0.831, 0.673], [-4.424, 0.622, 2.259], [-5.051, 0.104, 1.200], [-6.429, 0.350, 1.140], [-7.200, -0.145, 0.118], [-6.615, -0.908, -0.889], [-5.265, -1.157, -0.855], [-4.453, -0.663, 0.181], [-3.037, -1.012, 0.170], [-2.232, -0.638, 1.131], [-2.618, -1.781, -0.812], [-1.301, -2.108, -0.696], [-0.816, -3.016, -1.484], [0.505, -3.539, -1.311], [1.045, -4.429, -2.253], [2.282, -4.999, -2.071], [3.005, -4.713, -0.916], [2.497, -3.861, 0.038], [1.243, -3.250, -0.129], [0.749, -2.481, 0.831], [-3.457, 0.528, 2.231], [-6.858, 0.939, 1.935], [-8.261, 0.056, 0.102], [-7.217, -1.307, -1.690], [-4.787, -1.752, -1.615], [-1.452, -3.445, -2.255], [0.467, -4.657, -3.138], [2.689, -5.673, -2.808], [3.974, -5.165, -0.766], [3.054, -3.664, 0.942], [2.715, 6.299, 3.084], [1.972, 5.181, 2.933], [2.589, 3.923, 2.840], [1.837, 2.784, 2.657], [0.456, 2.884, 2.584], [-0.179, 4.113, 2.708], [0.570, 5.253, 2.889], [-0.512, 1.500, 2.103], [0.142, 0.229, 2.535], [-1.862, 1.619, 2.550], [-0.366, 1.277, 0.519], [-1.322, 1.747, -0.308], [-1.648, 0.894, -1.293], [-2.572, 1.305, -2.152], [-3.166, 2.552, -2.054], [-2.742, 3.354, -1.003], [-1.838, 2.959, -0.125], [3.716, 6.256, 3.043], [2.276, 7.200, 3.074], [3.665, 3.865, 2.912], [2.303, 1.812, 2.585], [-1.255, 4.147, 2.658], [0.090, 6.215, 2.991], [-2.838, 0.595, -2.926], [-3.912, 2.883, -2.756], [-3.127, 4.353, -0.851], [2.326, -1.617, 3.222], [0.617, -2.073, 4.373], [-1.081, -2.702, 3.199], [0.333, -1.164, 4.890], [0.876, -2.875, 5.060], [0.605, -0.593, -2.994], [1.966, -0.863, -2.597], [2.726, -1.628, -3.560], [2.446, -0.527, -1.379], [1.635, -0.330, -0.362], [3.803, -0.421, -1.267], [4.444, -0.565, 0.023], [4.606, 0.265, -2.264], [0.602, 0.119, -3.825], [0.040, -0.168, -2.163], [0.116, -1.511, -3.326], [2.126, -2.484, -3.876], [3.637, -2.010, -3.113], [2.969, -1.033, -4.443], [2.146, 0.060, 0.429], [3.939, -1.330, 0.613], [4.466, 0.370, 0.594], [5.470, -0.891, -0.145], [3.983, 0.655, -3.062], [5.363, -0.399, -2.686], [5.119, 1.109, -1.798]], "forces_ev_per_angstrom": [[2.244, -0.969, 0.237], [0.195, 0.143, 0.271], [-0.075, -0.223, -0.344], [0.090, 0.059, 0.112], [0.132, 0.000, 0.055], [0.015, -0.079, -0.193], [-0.042, 0.112, 0.095], [-0.211, 0.304, 0.273], [-0.311, -1.339, -1.081], [-1.704, 0.055, -0.055], [-1.228, 0.010, -0.153], [-0.351, -0.561, -0.717], [-0.221, 0.011, 0.383], [0.403, 0.089, 0.400], [-0.007, 0.094, 0.082], [-0.091, -0.086, -0.199], [-0.045, 0.157, -0.003], [-0.091, 0.135, 0.091], [0.199, -0.416, 0.079], [0.735, -1.716, -0.958], [-0.127, -0.043, -0.139], [-0.057, 0.063, 0.089], [-0.090, 0.019, 0.001], [-0.054, -0.040, -0.084], [-0.049, -0.051, -0.079], [-0.146, 0.094, 0.041], [-0.086, -0.050, -0.112], [-0.002, -0.076, -0.088], [0.100, -0.067, 0.041], [-0.046, 0.019, 0.093], [0.085, 0.200, 0.061], [-0.240, -0.289, -0.019], [-0.033, -0.079, -0.019], [0.110, -0.005, -0.018], [-0.373, -0.572, -0.113], [-0.090, 0.048, 0.044], [0.073, -0.128, -0.013], [-0.056, 1.515, 0.506], [0.176, 0.499, 0.134], [0.048, 0.780, 0.362], [0.463, 1.130, 1.273], [-1.054, 0.971, -1.404], [0.461, 0.404, 0.707], [-0.181, 0.064, -0.092], [0.165, -0.103, 0.052], [-0.194, -0.083, -0.194], [0.369, -0.080, 0.265], [0.030, 0.068, 0.008], [0.070, 0.063, 0.013], [0.113, -0.081, 0.006], [0.152, -0.072, 0.000], [-0.143, 0.111, -0.034], [-0.100, 0.047, 0.000], [-0.093, 0.004, -0.080], [-0.075, 0.013, -0.078], [-0.167, 0.066, -0.064], [1.068, -0.231, 0.881], [-0.245, -0.132, -0.212], [0.116, -0.166, 1.025], [-0.083, -0.074, -0.048], [-0.090, 0.107, -0.162], [-0.091, 0.288, 0.116], [-0.009, 0.045, 0.066], [0.150, -0.100, -0.139], [-0.158, -0.026, 0.113], [0.610, 0.100, -0.528], [-0.112, -0.121, 0.168], [-0.079, -0.085, 0.100], [0.083, 0.058, -0.122], [-0.065, -0.021, -0.022], [0.122, -0.067, -0.407], [0.014, 0.020, 0.002], [0.016, 0.035, -0.014], [0.050, -0.007, 0.008], [0.051, 0.005, -0.033], [0.056, 0.164, -0.179], [0.004, 0.004, -0.058], [0.030, 0.059, -0.003], [0.020, 0.021, 0.069], [-0.028, -0.043, -0.024], [0.003, 0.010, -0.054], [-0.028, 0.015, 0.015]]}


Record 2
{"formula": "C30H34N2O3S", "method": "ωB97M-V with the def2-TZVPD basis set", "relative_energy_ev": 5.184, "fmax_ha_per_bohr": 0.05655, "multiplicity": 1, "gap_ev": 3.37, "total_energy_ha": -1896.88518, "species": ["C", "O", "C", "C", "C", "C", "S", "C", "C", "H", "H", "H", "H", "H", "H", "H", "C", "O", "C", "C", "C", "C", "C", "C", "C", "N", "C", "C", "C", "C", "C", "C", "C", "C", "C", "O", "N", "C", "C", "C", "C", "C", "C", "H", "H", "H", "H", "H", "H", "H", "H", "H", "H", "H", "H", "H", "H", "H", "H", "H", "H", "H", "H", "H", "H", "H", "H", "H", "H", "H"], "coordinates": [[-1.341, 4.642, -7.447], [-2.013, 5.058, -6.280], [-2.174, 4.101, -5.303], [-2.854, 4.502, -4.129], [-3.066, 3.636, -3.095], [-2.609, 2.309, -3.172], [-2.859, 1.252, -1.915], [-1.936, 1.895, -4.336], [-1.722, 2.762, -5.374], [-1.291, 5.496, -8.124], [-0.327, 4.322, -7.206], [-1.892, 3.838, -7.934], [-3.205, 5.518, -4.074], [-3.591, 3.954, -2.209], [-1.598, 0.873, -4.392], [-1.208, 2.423, -6.256], [1.483, 7.161, 2.336], [1.022, 6.803, 1.052], [0.899, 5.427, 0.811], [0.421, 5.032, -0.446], [0.269, 3.710, -0.775], [0.592, 2.691, 0.141], [0.424, 1.323, -0.215], [0.672, 0.274, 0.655], [0.534, -1.069, 0.401], [0.826, -2.031, 1.335], [0.724, -3.504, 1.098], [-0.718, -3.937, 0.818], [-0.880, -5.410, 0.564], [-1.647, -6.194, 1.413], [-1.756, -7.557, 1.214], [-1.101, -8.157, 0.159], [-0.354, -7.385, -0.707], [-0.251, -6.021, -0.510], [1.295, -4.182, 2.334], [1.461, -5.373, 2.489], [1.585, -3.181, 3.238], [2.124, -3.467, 4.555], [1.389, -1.799, 2.716], [2.759, -1.125, 2.645], [0.383, -1.072, 3.602], [1.071, 3.092, 1.407], [1.217, 4.419, 1.730], [1.533, 8.249, 2.394], [0.792, 6.799, 3.096], [2.480, 6.754, 2.505], [0.167, 5.804, -1.149], [-0.124, 3.434, -1.737], [0.078, 1.104, -1.211], [1.002, 0.537, 1.639], [0.178, -1.388, -0.562], [1.361, -3.750, 0.240], [-1.330, -3.651, 1.679], [-1.114, -3.376, -0.036], [-2.154, -5.727, 2.240], [-2.343, -8.156, 1.891], [-1.164, -9.226, 0.017], [0.164, -7.851, -1.529], [0.328, -5.417, -1.187], [2.152, -4.543, 4.713], [3.131, -3.066, 4.642], [1.499, -3.011, 5.321], [3.437, -1.760, 2.077], [2.734, -0.154, 2.158], [3.183, -0.996, 3.639], [-0.524, -1.669, 3.678], [0.775, -0.933, 4.608], [0.100, -0.097, 3.213], [1.326, 2.345, 2.136], [1.577, 4.697, 2.705]], "forces_ev_per_angstrom": [[-0.087, 0.172, 0.026], [-0.047, -0.156, 0.218], [-0.220, -0.620, 0.905], [0.542, 0.313, -1.326], [0.262, -0.301, -0.234], [0.417, 0.672, -1.117], [0.019, -1.774, 2.304], [-0.339, 0.316, 0.599], [-0.076, 1.575, -0.843], [-0.065, -0.017, 0.153], [0.120, -0.144, -0.091], [0.078, -0.154, -0.114], [-0.094, 0.303, -0.019], [-0.073, 0.019, 0.138], [0.046, -0.142, -0.033], [0.122, -0.129, -0.185], [0.073, 0.091, 0.234], [-0.294, -1.972, -0.684], [-0.024, 0.756, -0.105], [0.109, 0.672, 0.187], [0.104, -0.230, 0.269], [0.153, 0.550, 0.420], [-0.367, -0.599, -0.073], [0.103, 0.519, 0.200], [0.604, -1.136, 1.706], [0.013, -0.260, -0.170], [-0.068, 0.469, -1.022], [-0.393, 0.157, 0.099], [0.007, -0.171, 0.079], [0.080, 0.190, -0.020], [-0.120, -0.070, 0.128], [-0.002, -0.222, 0.004], [0.172, 0.036, -0.186], [-0.015, 0.099, 0.053], [0.296, 0.813, 0.488], [-0.130, 0.578, -0.038], [-0.536, -0.323, -1.083], [-0.045, 0.430, -0.153], [0.067, -0.219, 0.127], [0.103, 0.022, -0.140], [-0.163, -0.003, -0.003], [-0.259, -0.109, -0.656], [0.116, 0.721, 0.257], [-0.079, -0.153, -0.211], [0.032, -0.004, 0.169], [0.083, -0.005, 0.143], [-0.095, 0.155, -0.224], [-0.177, -0.035, -0.308], [-0.163, -0.024, -0.385], [0.000, 0.082, 0.139], [-0.144, -0.404, -0.217], [-0.068, -0.126, 0.110], [0.012, 0.015, -0.022], [0.153, 0.059, 0.034], [-0.106, 0.070, 0.232], [-0.106, -0.050, 0.108], [-0.029, -0.080, -0.032], [0.052, -0.032, -0.154], [0.193, 0.070, -0.237], [-0.067, 0.027, -0.217], [0.133, -0.058, 0.104], [-0.020, -0.035, 0.099], [0.036, -0.054, -0.061], [-0.021, 0.003, 0.076], [-0.107, 0.015, 0.073], [-0.066, -0.050, -0.018], [0.123, 0.008, 0.001], [0.053, -0.008, 0.030], [0.096, -0.017, 0.258], [0.094, -0.092, 0.215]]}


Record 3
{"formula": "C30H34N6O10", "method": "ωB97M-V with the def2-TZVPD basis set", "relative_energy_ev": 0.630, "smiles": "O=[N+]([O-])c1ccccc1.O=[N+]([O-])c1ccccc1.O=[N+]([O-])c1ccccc1.O=[N+]([O-])c1ccccc1.CN(C)C=O.CN(C)C=O", "fmax_ha_per_bohr": 0.19251, "multiplicity": 1, "gap_ev": 7.29, "total_energy_ha": -2243.57873, "species": ["O", "N", "O", "C", "C", "C", "C", "C", "C", "H", "H", "H", "H", "H", "O", "N", "O", "C", "C", "C", "C", "C", "C", "H", "H", "H", "H", "H", "O", "N", "O", "C", "C", "C", "C", "C", "C", "H", "H", "H", "H", "H", "O", "N", "O", "C", "C", "C", "C", "C", "C", "H", "H", "H", "H", "H", "C", "N", "C", "C", "O", "H", "H", "H", "H", "H", "H", "H", "C", "N", "C", "C", "O", "H", "H", "H", "H", "H", "H", "H"], "coordinates": [[24.124, 18.168, 13.880], [23.783, 18.638, 15.043], [22.823, 19.297, 15.387], [24.836, 18.689, 15.966], [26.272, 18.109, 15.649], [27.338, 17.919, 16.562], [27.040, 18.177, 18.090], [25.838, 18.669, 18.477], [24.679, 18.853, 17.486], [26.594, 17.956, 14.574], [28.329, 17.608, 16.236], [27.585, 17.781, 18.841], [25.455, 18.960, 19.383], [23.847, 19.250, 17.925], [28.711, 24.391, 9.067], [27.448, 24.417, 8.988], [26.689, 24.992, 9.737], [26.743, 23.685, 7.903], [27.488, 22.995, 6.653], [26.670, 22.151, 5.732], [25.232, 21.822, 6.032], [24.496, 22.391, 7.124], [25.246, 23.260, 8.199], [28.544, 23.263, 6.526], [27.241, 21.731, 4.899], [24.622, 20.985, 5.561], [23.404, 22.115, 7.379], [24.640, 23.469, 9.084], [28.809, 21.008, 16.005], [28.907, 22.224, 15.548], [28.700, 23.173, 16.286], [29.357, 22.380, 14.241], [29.890, 21.177, 13.419], [30.421, 21.274, 12.012], [30.466, 22.760, 11.449], [29.911, 23.764, 12.104], [29.394, 23.815, 13.551], [29.862, 20.189, 14.094], [31.018, 20.467, 11.600], [30.955, 22.890, 10.474], [29.838, 24.873, 11.705], [28.947, 24.655, 13.897], [25.405, 25.074, 18.362], [24.361, 24.791, 18.953], [23.977, 25.434, 19.930], [23.518, 23.648, 18.531], [22.569, 22.900, 19.525], [21.743, 21.771, 18.958], [21.819, 21.422, 17.463], [22.683, 22.193, 16.644], [23.530, 23.308, 17.064], [22.645, 23.095, 20.588], [21.144, 21.331, 19.648], [21.394, 20.501, 17.187], [22.630, 21.829, 15.624], [24.154, 24.071, 16.423], [26.091, 22.154, 11.826], [25.798, 22.542, 13.246], [25.564, 21.509, 14.286], [25.802, 23.877, 13.657], [25.517, 24.290, 14.718], [26.632, 23.038, 11.511], [25.122, 21.939, 11.177], [26.756, 21.303, 11.797], [26.510, 20.927, 14.777], [25.050, 20.600, 13.755], [24.998, 21.806, 15.268], [26.096, 24.664, 12.867], [22.659, 17.071, 11.115], [23.952, 17.451, 10.393], [24.546, 16.506, 9.411], [24.560, 18.521, 10.751], [25.565, 19.054, 10.091], [21.850, 17.681, 10.753], [22.802, 17.114, 12.041], [22.498, 16.049, 10.943], [24.084, 15.475, 9.543], [25.653, 16.420, 9.514], [24.496, 16.693, 8.436], [24.269, 19.160, 11.619]], "forces_ev_per_angstrom": [[-2.365, 1.121, 3.095], [2.519, 0.881, -2.341], [-1.034, -1.058, -1.349], [5.555, -2.961, 6.597], [-0.272, 1.111, -0.228], [-3.611, 1.279, 2.877], [-1.637, -0.150, -5.426], [-3.058, 0.116, -5.704], [4.881, -0.674, -4.180], [-0.969, 0.175, 1.290], [-0.405, 0.019, 0.104], [2.727, -0.750, 2.011], [0.102, 0.133, 2.587], [-2.467, 0.752, 0.676], [-3.014, 0.077, -0.346], [1.281, -0.656, -0.867], [0.786, 0.235, 0.429], [-2.875, -4.399, -2.265], [-4.809, 0.607, 1.758], [-0.174, 1.584, 3.459], [0.355, 0.479, 1.234], [2.950, 1.353, 2.161], [2.462, -1.064, -4.602], [-0.586, -0.328, -0.155], [-0.630, -0.065, 0.245], [1.387, 1.342, -0.184], [2.110, 0.382, -0.636], [0.800, 0.443, -0.186], [0.132, 2.931, -1.632], [-0.323, -3.142, 3.893], [0.067, -0.229, -1.266], [1.985, 2.860, -6.798], [-0.010, 0.777, 0.128], [-1.163, 4.764, 4.185], [0.795, -6.170, -0.035], [-2.306, 5.356, 4.476], [2.049, -9.275, -2.788], [0.185, 2.242, -2.048], [-0.481, 0.098, -0.178], [-0.471, 0.019, 0.447], [0.466, -2.614, 0.217], [-1.088, 2.333, 1.411], [-1.451, -0.955, 0.043], [0.701, 0.860, 0.798], [-0.180, -0.767, -0.530], [-2.672, -3.038, -1.660], [1.077, -1.083, -5.063], [4.560, 4.364, -3.712], [2.233, 3.313, 4.937], [-0.150, 0.225, 0.856], [-0.700, 0.965, 3.158], [-0.236, 0.154, -0.182], [-1.793, -1.704, 1.599], [-0.740, -0.652, -0.805], [0.553, 0.554, -0.231], [-1.247, -2.230, 0.912], [-1.748, 0.628, 0.792], [-0.080, 0.059, 1.125], [0.256, -2.873, 1.012], [0.967, -0.802, -4.146], [-0.779, 0.595, 3.257], [-0.006, -0.022, -0.913], [1.983, 0.452, 1.424], [0.012, -0.283, -0.030], [-1.446, 1.844, -1.497], [0.471, 1.800, 1.003], [0.766, -0.012, -2.409], [-0.212, -1.421, 0.218], [1.045, 0.369, -7.752], [-2.306, -3.228, -0.230], [0.755, -2.141, 4.150], [5.210, 5.511, -1.777], [-3.070, -2.298, 2.055], [-0.339, 0.112, -0.028], [1.099, 1.117, 7.834], [-0.481, -1.359, -0.764], [0.573, 1.346, 0.165], [-0.758, 0.130, 0.718], [-1.100, 1.663, -4.026], [-0.615, -1.128, -0.368]]}